A molecular structure, C29H29BiN3Si, computed with wB97M-V/def2-TZVPD.

Structure (XYZ):
```
63
Properties=species:S:1:pos:R:3:mulliken_charge:R:1
C -4.17968 -1.75575 0.60928 -0.601
C -3.42427 -1.57127 -0.55081 -0.319
C -2.22113 -2.35721 -0.44499 -0.591
H -3.74058 -1.02510 -1.44685 0.442
C -2.25589 -3.00763 0.85803 -0.988
C -3.47675 -2.64153 1.48002 -0.300
H -3.83087 -2.98719 2.44236 0.552
H -5.15813 -1.32204 0.81821 0.475
H -1.57610 -2.65263 -1.27635 0.808
H -1.53690 -3.73516 1.22457 0.507
Bi -0.65415 -0.58367 0.53742 1.056
C 4.01390 0.97457 1.03463 -1.270
H 4.23933 0.35694 1.90709 0.442
H 4.93528 0.99390 0.35744 0.339
H 3.75579 1.99107 1.31288 0.352
Si 2.37965 0.04389 0.08969 -0.144
C 2.20586 1.01578 -1.52541 0.777
C 1.67127 0.38807 -2.66431 -0.421
H 1.16912 -0.58304 -2.56286 0.637
C 1.79704 0.97599 -3.92865 -0.545
H 1.39925 0.47076 -4.80739 0.485
C 2.47026 2.19900 -4.06303 -0.626
H 2.62095 2.61201 -5.06455 0.410
C 2.93830 2.86493 -2.93102 -0.535
H 3.47603 3.81023 -3.03642 0.407
C 2.73094 2.32123 -1.64883 -0.842
H 3.02993 2.86136 -0.75671 0.391
C 3.24744 -1.54064 -0.49828 0.721
C 4.01913 -1.56281 -1.66664 -0.045
H 3.95350 -0.73883 -2.37545 0.259
C 4.89936 -2.63213 -1.93622 -0.672
H 5.49998 -2.61309 -2.84019 0.407
C 4.98306 -3.69551 -1.02468 -0.435
H 5.67870 -4.51285 -1.22054 0.376
C 4.17101 -3.70872 0.11250 -0.593
H 4.21011 -4.53940 0.81403 0.391
C 3.28713 -2.65231 0.37443 -0.519
H 2.64046 -2.67172 1.24850 0.309
H 4.71782 2.56386 3.82015 0.054
H 5.18584 2.72905 3.24947 -0.041
C -4.39223 0.04195 5.08287 -0.509
C -3.20697 -0.66936 4.82613 -0.713
C -2.45544 -0.38948 3.68881 -0.423
C -2.92032 0.59275 2.79043 0.508
C -4.07080 1.34122 3.06730 -0.180
C -4.82556 1.04512 4.20467 -0.572
N -2.31149 0.76930 1.53466 0.147
N -2.83606 1.78043 0.84911 -0.547
C -2.56646 1.77792 -0.48978 0.425
C -3.16371 2.76643 -1.30216 -0.652
C -2.72686 2.89573 -2.60377 -0.434
C -1.82181 1.95086 -3.11901 -0.907
C -1.45644 0.86495 -2.33394 -0.427
N -1.70700 0.84652 -0.99633 0.243
H -4.97796 -0.18649 5.97499 0.383
H -2.87687 -1.44653 5.51960 0.385
H -1.54047 -0.93815 3.44182 0.295
H -4.36919 2.11116 2.35489 0.437
H -5.74355 1.60320 4.38739 0.398
H -3.90904 3.38591 -0.80390 0.494
H -3.08672 3.71675 -3.23228 0.406
H -1.40936 2.02819 -4.11941 0.456
H -0.89763 0.02920 -2.74264 0.673
```

Computed properties:
- charge = +1
- HOMO (spin up / spin down) (eV) = -9.927 / -10.273

---

A molecular structure, C22H24ClI2OPSbTi, computed with wB97M-V/def2-TZVPD.

Structure (XYZ):
```
53
Properties=species:S:1:pos:R:3:mulliken_charge:R:1
I 4.36704 0.71323 -2.78183 0.033
I 2.15945 -1.80964 -2.11052 -0.097
Ti 0.03779 -0.53415 -1.92944 -0.808
P -1.12890 -0.29389 -4.07156 1.223
C 0.01089 -0.06057 -5.41787 -1.316
C -2.31764 -1.60283 -4.42970 -1.109
H -2.73052 1.47500 -3.37698 0.413
H -2.44538 1.38653 -5.15287 0.410
H -1.23125 2.09514 -4.06549 0.378
C -1.98263 1.31020 -4.15853 -1.234
H -3.07850 -1.68796 -3.63539 0.335
H -2.72820 -1.31838 -5.40807 0.401
H -0.55440 -0.01470 -6.34052 0.424
H 0.68816 -0.88991 -5.52458 0.408
H -1.78905 -2.56454 -4.53334 0.410
H 0.52664 0.88819 -5.32669 0.400
C 0.92440 1.15924 -2.41871 0.660
O 0.88964 2.24354 -2.84444 -0.208
Cl -1.96447 0.56950 -1.11123 -0.364
C 4.40185 -0.30192 3.86277 -0.528
C 4.19130 -1.29258 2.87998 -0.564
C 3.15535 -1.17217 1.93729 -0.567
C 2.29535 -0.06597 1.97684 0.800
C 2.45924 0.91015 2.97607 -0.246
C 3.51732 0.79134 3.88940 -0.577
Sb 0.64425 0.06910 0.61536 1.524
C -0.55159 -1.68756 1.18318 1.049
C -0.94906 -2.72392 0.32454 -0.277
C -1.63134 -3.83012 0.85396 -0.736
C -1.83250 -3.96384 2.20668 -0.610
C -1.37901 -2.94157 3.05043 -0.674
C -0.72355 -1.81586 2.55342 -0.560
C -0.41763 1.80722 1.42792 0.586
C -1.60545 1.68804 2.15317 -0.299
C -2.26730 2.84742 2.55286 -0.600
C -1.75638 4.11180 2.20623 -0.533
C -0.55445 4.18769 1.47006 -0.645
C 0.12363 3.03902 1.07402 -0.544
H 5.24614 -0.37236 4.58039 0.387
H 4.87314 -2.14537 2.85620 0.394
H 3.04072 -1.96833 1.19699 0.232
H 1.76765 1.75038 3.06251 0.333
H 3.66831 1.57312 4.64004 0.393
H -0.68024 -2.78752 -0.72495 0.209
H -1.97211 -4.61472 0.15176 0.372
H -2.30365 -4.87446 2.61978 0.394
H -1.48655 -3.03470 4.11356 0.428
H -0.34453 -1.03053 3.22014 0.399
H -1.99949 0.69538 2.37107 0.456
H -3.21778 2.77495 3.11236 0.388
H -2.28484 5.02814 2.51355 0.408
H -0.12570 5.17062 1.23389 0.404
H 1.04580 3.11519 0.49628 0.450
```

Computed properties:
- charge = +2
- HOMO (spin up / spin down) (eV) = -14.527 / -14.532
- ⟨S²⟩ = 0.802
- spin multiplicity = 2

---

2 unconnected molecules or ions with the total composition C4H14N2O, computed with wB97M-V/def2-TZVPD.

Structure (XYZ):
```
21
Properties=species:S:1:pos:R:3:mulliken_charge:R:1
C 0.43653 2.15402 -0.95509 -1.548
C 0.20165 0.65364 -0.65475 0.391
C 0.21763 0.45787 0.85871 -0.755
C 0.63184 -0.91452 1.37808 -0.509
N 2.01300 -1.25427 0.92635 -0.584
N -1.09607 0.19660 -1.20592 -0.647
H 1.39602 2.38353 -0.48212 0.378
H -0.28523 2.79495 -0.45255 0.357
H 0.41761 2.31395 -2.03185 0.416
H 0.94965 0.08805 -1.21047 0.329
H 0.79080 1.19223 1.42269 0.377
H -0.83435 0.56438 1.15240 0.279
H -0.02333 -1.69383 0.99021 0.196
H 0.56061 -0.88342 2.46181 0.394
H 2.51996 -1.57683 1.73429 0.220
H 2.02712 -2.02209 0.28463 0.217
H -1.84658 0.85719 -1.00109 0.247
H -1.02088 0.26152 -2.22424 0.253
H -2.77300 -2.12545 0.27614 0.307
H -1.76846 -1.40705 -0.63435 0.388
O -2.51452 -2.04046 -0.63287 -0.708
```

Computed properties:
- SMILES = C[C@H](N)CCN.O
- HOMO (eV) = -9.449

---

A single C23H22N2O2S molecule, computed with wB97M-V/def2-TZVPD.

Structure (XYZ):
```
50
Properties=species:S:1:pos:R:3:mulliken_charge:R:1
O 2.68200 -2.37682 3.25433 -0.689
C 2.44101 -1.18637 3.10925 0.688
N 1.22984 -0.77263 2.65597 0.254
C 0.79687 0.59912 2.48922 -0.739
H 1.30676 1.05692 1.63105 0.429
C -0.70826 0.64082 2.24617 -1.377
N -1.03712 -0.11764 1.05713 0.197
C -1.73723 0.49551 0.06729 -0.070
O -2.20026 1.60850 0.21579 -0.683
C -1.88519 -0.30879 -1.22353 0.736
C -0.56646 -0.37470 -1.96032 -0.318
C 0.38539 0.63024 -1.83347 0.456
C 1.57348 0.56463 -2.54050 -1.152
C 1.82175 -0.50145 -3.38745 -0.376
C 0.87519 -1.50268 -3.52524 -0.810
C -0.31005 -1.43974 -2.81540 -0.172
H -1.04714 -2.22229 -2.92656 0.435
H 1.06110 -2.33586 -4.18679 0.411
H 2.74844 -0.55143 -3.93934 0.410
H 2.30659 1.35027 -2.42989 0.418
H 0.19867 1.46786 -1.17662 0.481
C -2.94278 0.30970 -2.10974 -0.206
C -4.13822 -0.35773 -2.33600 -0.333
C -5.11663 0.20340 -3.13742 -0.734
C -4.90988 1.44211 -3.71834 -0.413
C -3.72058 2.11415 -3.49430 -0.910
C -2.74088 1.55088 -2.69713 -0.005
H -1.81709 2.08053 -2.52644 0.361
H -3.55495 3.08282 -3.94268 0.386
H -5.67400 1.88257 -4.34192 0.387
H -6.04276 -0.32712 -3.30524 0.392
H -4.31031 -1.32379 -1.88055 0.362
H -2.20496 -1.32484 -0.96964 0.795
C -0.39324 -1.41317 0.94546 -0.047
H -1.13046 -2.18412 0.69726 0.415
C 0.26988 -1.78511 2.26614 -1.435
H 0.81611 -2.72570 2.16315 0.508
H -0.48542 -1.91612 3.04942 0.280
H 0.36412 -1.39568 0.15159 0.185
H -1.24829 0.24907 3.11435 0.334
H -1.03542 1.66862 2.07352 0.450
H 1.03304 1.18302 3.38402 0.781
C 3.48439 -0.20478 3.44847 0.142
C 4.57828 -0.54869 4.20039 -0.556
C 5.50480 0.49650 4.36023 -0.518
C 5.12299 1.62936 3.71362 -0.384
S 3.61977 1.44278 2.91234 -0.049
H 5.63108 2.57179 3.65654 0.436
H 6.41508 0.40914 4.92519 0.400
H 4.69094 -1.53306 4.61661 0.451
```

Computed properties:
- SMILES = O=C(c1cccs1)N1CCN(C(=O)C(c2ccccc2)c2ccccc2)CC1
- HOMO (eV) = -8.930

---

3 unconnected molecules or ions with the total composition C2HClNO4, computed with wB97M-V/def2-TZVPD.

Structure (XYZ):
```
9
Properties=species:S:1:pos:R:3:mulliken_charge:R:1
C 0.88274 -1.01942 0.00520 0.437
C 1.25365 1.10128 -0.37639 0.750
N -0.29198 -1.00588 -0.10600 0.030
O 1.76044 0.92162 -1.39598 -0.376
O 1.95136 -1.43048 0.38341 -0.613
O 0.89598 1.65048 0.63056 -0.442
O -1.31160 -0.45553 -0.75237 -0.579
Cl -2.96102 0.24963 1.39970 -0.559
H -2.17956 -0.01171 0.21187 0.353
```

Computed properties:
- charge = -1
- HOMO (eV) = -4.814

---

A molecular structure, C22H19F10N4O6ReS, computed with wB97M-V/def2-TZVPD.

Structure (XYZ):
```
63
Properties=species:S:1:pos:R:3:mulliken_charge:R:1
Re -0.07879 -0.82628 -1.41524 1.545
C -5.83062 -0.64671 -1.38044 -0.967
C -4.91548 -1.32556 -0.37447 -0.998
N -4.06158 -0.37280 0.35661 0.140
C -4.63005 0.25332 1.57238 -0.627
C -5.11262 1.67478 1.33173 -1.051
C -2.85422 -0.04625 -0.05018 0.437
S -2.29538 -0.69155 -1.60588 -0.288
N -2.17050 0.81786 0.71140 -0.099
C -0.93967 1.21544 0.54927 0.128
O -0.05184 0.74329 -0.29244 -0.865
C -0.42914 2.30805 1.38607 0.513
C -1.23943 2.84879 2.38819 -0.341
C -0.76794 3.88453 3.17169 -0.756
C 0.50891 4.38970 2.95616 -0.356
C 1.31611 3.85823 1.95917 -0.789
C 0.85534 2.81654 1.17441 -0.393
H -6.39655 -1.40256 -1.92380 0.404
H -5.25903 -0.06526 -2.10432 0.288
H -6.54196 0.01515 -0.88861 0.291
H -4.27516 -2.06055 -0.85842 0.528
H -5.49360 -1.85886 0.37821 0.431
H -3.86951 0.22518 2.34928 0.411
H -5.45268 -0.38762 1.88247 0.426
H -4.29145 2.31861 1.02179 0.270
H -5.52996 2.07281 2.25655 0.362
H -5.89149 1.70976 0.57143 0.330
H -2.22956 2.44559 2.54612 0.404
H -1.39206 4.30061 3.95064 0.434
H 0.87567 5.20234 3.56934 0.408
H 2.30662 4.25757 1.78972 0.471
H 1.48635 2.41138 0.39531 0.559
F 7.13920 -1.24563 -2.37131 -0.296
C 6.23011 -0.33040 -2.05676 0.253
C 5.15904 -0.12293 -2.82005 0.008
N 4.22213 0.85042 -2.50068 0.118
C 2.98803 0.96048 -3.23506 -1.470
C 1.90561 0.15651 -2.57582 1.216
O 0.65914 0.37082 -2.86689 -0.705
O 2.12535 -0.69313 -1.68886 -0.454
C 4.28402 1.56027 -1.31261 0.397
O 3.38038 2.28668 -0.94910 -0.660
N 5.43272 1.36117 -0.58923 -0.037
C 6.46168 0.44301 -0.83200 0.309
O 7.39974 0.32759 -0.09168 -0.565
H 4.98815 -0.68550 -3.72686 0.404
H 3.12039 0.64248 -4.26983 0.501
H 2.65329 1.99673 -3.23911 0.409
H 5.51102 1.89905 0.26325 0.231
F 0.37603 -5.56740 0.98107 -0.226
C 0.23781 -4.79292 -0.08884 0.519
F -1.03588 -4.81733 -0.47646 -0.213
F 0.97922 -5.27878 -1.07947 -0.233
C 0.66387 -3.32551 0.23650 0.779
O 0.13741 -2.53619 -0.78841 -0.338
C 0.00793 -2.84647 1.56653 0.454
F -1.28290 -3.18070 1.59689 -0.263
F 0.06720 -1.50525 1.63208 -0.150
F 0.61317 -3.34806 2.62857 -0.240
C 2.21464 -3.19954 0.30381 0.695
F 2.54929 -2.00517 0.79750 -0.215
F 2.74182 -3.31571 -0.90868 -0.238
F 2.72167 -4.14413 1.08738 -0.235
```

Computed properties:
- charge = +1
- HOMO (spin up / spin down) (eV) = -11.747 / -11.748
- ⟨S²⟩ = 0.755
- spin multiplicity = 2

---

2 unconnected molecules or ions with the total composition CH6N2Si, computed with wB97M-V/def2-TZVPD.

Structure (XYZ):
```
10
Properties=species:S:1:pos:R:3:mulliken_charge:R:1
C 0.42471 -0.20048 0.28029 0.090
N 1.46123 0.61396 -0.27221 -0.431
N 1.54584 -0.83891 -0.05612 -0.348
Si -1.34926 -0.04817 -0.23432 0.306
H 0.05902 0.31513 2.20529 0.080
H 1.14469 0.90350 -1.24370 0.246
H 2.19476 -1.11541 0.63320 0.269
H -2.34808 -1.32312 -0.00396 -0.055
H -1.24060 0.47601 -1.67535 -0.113
H -1.89232 1.21750 0.36688 -0.044
```

Computed properties:
- HOMO (spin up / spin down) (eV) = -8.731 / -8.729

---

A gas-phase ion, C2ClNO4 (charge -2), computed with wB97M-V/def2-TZVPD.

Structure (XYZ):
```
8
Properties=species:S:1:pos:R:3:mulliken_charge:R:1
C 0.00305 1.41039 0.09142 0.607
C 0.03370 -1.16516 -0.59488 0.583
N 0.40252 -0.26037 0.43985 -0.147
O -1.17777 1.64375 0.20532 -0.623
O 0.27763 -0.70909 -1.72738 -0.749
O 1.00844 2.03773 -0.13137 -0.631
O -0.39960 -2.29424 -0.30235 -0.776
Cl -0.14797 -0.66301 2.01937 -0.264
```

Computed properties:
- SMILES = O=C([O-])N(Cl)C(=O)[O-]
- charge = -2
- HOMO (eV) = -0.002

---

ΔE to the lowest compared entry with this formula, charge and spin: 0.0, 0.0, 91.4, 26.8, 117.1, 2.1, 613.4, 0.0 (kJ/mol)